25
Properties=species:S:1:pos:R:3:forces:R:3:nbo_charge:R:1 method="wB97M-V/def2-TZVPD" energy_ev=-29165.865 charge=-1 relative_energy_ev=0.839
Cl 0.1327 -0.1075 0.0879 -0.61 -0.05 -0.13 -0.883
O 2.8493 0.9281 -1.4855 0.35 1.56 -0.52 -0.996
H 2.7141 -0.0035 -1.3595 -0.62 -0.15 0.62 0.476
H 2.1124 1.4975 -1.1562 0.47 -1.25 -0.34 0.503
O -1.2679 -3.1073 0.0957 0.64 -0.18 0.43 -0.973
H -2.2104 -3.0572 -0.0366 -0.33 0.39 -0.13 0.468
H -0.9634 -2.2121 0.3346 -0.25 -0.23 -0.29 0.492
O 1.0766 0.7841 2.9979 -0.24 -0.30 0.15 -0.962
H 1.5352 0.1894 3.6042 -0.08 0.00 -0.35 0.457
H 0.6266 0.2188 2.3347 0.47 0.41 0.32 0.491
O -1.7207 1.7845 1.7838 -0.34 -0.28 -0.25 -0.976
H -1.2214 1.2400 1.1379 -0.01 0.20 0.41 0.487
H -2.2894 1.1376 2.2256 0.23 0.21 -0.13 0.460
O -0.5750 -1.4150 -2.7931 0.54 -1.69 -1.45 -0.966
H -1.2785 -0.8518 -3.0558 -0.72 0.87 0.19 0.462
H -0.1544 -1.1068 -2.0085 0.16 0.77 1.13 0.494
O 2.8976 -1.0934 0.8106 -0.83 -0.88 -0.36 -0.962
H 3.0855 -1.9743 0.4654 0.46 -0.03 0.14 0.447
H 1.9262 -1.0727 0.6150 0.70 0.66 0.35 0.487
O -3.0272 -0.5430 -0.6506 -1.27 0.90 -0.24 -0.986
H -3.7167 0.1744 -0.7386 1.62 -1.02 0.26 0.466
H -2.1378 -0.1504 -0.5510 -0.35 0.06 0.03 0.501
O 0.8242 2.9735 -1.1754 -1.16 -0.25 -0.34 -0.943
H 0.8506 3.2034 -0.2497 0.24 0.16 0.62 0.477
H -0.0682 2.5637 -1.2327 0.94 0.12 -0.13 0.480